Computed, not measured: the ion C5H12NO with charge +1 at a distorted geometry, with ωB97M-V with the def2-TZVPD basis set.

The value obtained for the energy above the lowest of the compared OMol25 structures with the same formula, charge and spin is 28.36 kcal per mole. The calculation puts the total energy at -327.4144 a.u. The molar mass is 102.157 g mol⁻¹. The value obtained for the orbital gap is 8.60 eV. As for the total charge: +1. Its multiplicity is 1. The value obtained for the highest occupied orbital energy is -13.76 eV.

Last column: Mulliken charge in e.
Cartesian coordinates (Å):
C 0.50196 0.49717 1.76308  -0.610
O -0.79844 0.41137 2.37901  -0.520
C 0.88048 -0.86175 1.22121  -0.460
C 0.14145 -1.28357 -0.08684  -0.967
C -0.75713 -0.27662 -0.79206  -0.760
C -0.51747 1.37022 -2.57662  -0.144
N -0.02575 0.44523 -1.86425  0.054
H 0.35639 1.23376 0.97070  0.284
H 1.23279 0.83334 2.49157  0.444
H -0.79202 0.62724 3.31311  0.311
H 0.66629 -1.65699 1.92401  0.297
H 1.95112 -0.85192 1.01678  0.328
H 0.87441 -1.66546 -0.80760  0.505
H -0.45127 -2.17450 0.09641  0.374
H -1.62497 -0.75734 -1.22876  0.437
H -1.13799 0.46839 -0.09234  0.533
H 0.09520 1.80923 -3.35162  0.285
H -1.53638 1.67666 -2.38130  0.299
H 0.94132 0.15553 -1.99447  0.312

Cartesian forces, eV/Å:
-1.200 -0.378 0.918
-0.070 -0.126 -0.474
0.003 0.106 -1.109
0.232 -0.380 -0.159
-0.007 0.036 0.666
0.276 -0.177 0.007
-0.189 -0.013 0.301
0.660 0.180 -0.019
0.189 0.196 -0.123
0.246 0.061 0.043
0.190 0.180 0.479
0.084 -0.101 0.093
0.033 0.122 -0.049
-0.256 0.070 0.203
0.022 -0.104 -0.331
-0.031 0.030 -0.067
-0.087 0.181 -0.044
-0.074 0.096 -0.147
-0.021 0.022 -0.189